{
  "formula": "C20H18N2O4",
  "method": "the ωB97M-V functional and the def2-TZVPD basis",
  "species": ["C", "C", "C", "C", "C", "C", "C", "O", "C", "C", "O", "N", "C", "C", "C", "C", "N", "C", "H", "H", "H", "H", "H", "H", "H", "H", "H", "C", "C", "C", "O", "O", "C", "H", "H", "C", "H", "H", "C", "H", "H", "H", "H", "H"],
  "xyz": [[-1.704, 2.867, 0.712], [-0.960, 1.678, 1.026], [-1.414, 0.325, 0.798], [-0.600, -0.650, 1.190], [0.569, -0.275, 1.713], [1.264, 0.910, 1.938], [0.552, 2.005, 1.672], [0.921, 3.292, 1.354], [2.345, 3.445, 1.126], [2.771, 2.461, 0.111], [4.056, 1.846, -0.024], [1.950, 2.366, -1.033], [1.539, 1.331, -1.671], [0.493, 0.917, -2.329], [0.168, -0.061, -3.141], [1.373, -1.032, -3.086], [2.387, -0.816, -2.499], [2.723, 0.244, -1.839], [3.610, 0.226, -1.617], [1.259, -2.011, -3.716], [-0.739, -0.241, -3.585], [-0.131, 1.680, -2.107], [1.142, 2.799, -0.834], [3.100, 3.112, 2.200], [2.446, 4.444, 0.644], [2.182, 0.923, 2.212], [1.260, -1.176, 2.102], [-1.070, -2.026, 0.788], [-2.257, -2.004, 0.506], [-3.171, -0.908, 0.179], [-4.256, -0.921, -0.480], [-2.630, 0.438, 0.286], [-2.756, -3.508, 0.204], [-3.283, -3.519, -0.690], [-3.502, -3.673, 1.021], [-1.355, -4.383, 0.278], [-1.682, -5.106, 0.785], [-0.877, -4.581, -0.413], [-0.450, -3.292, 1.121], [0.722, -3.361, 0.743], [-0.486, -3.576, 2.385], [-2.187, 3.060, 1.552], [-1.047, 3.919, 0.575], [-2.278, 2.831, -0.156]],
  "forces_ev_per_angstrom": [[3.757, 3.270, -2.671], [5.717, -1.134, 1.599], [1.061, 9.773, 1.202], [0.573, -3.549, -0.983], [5.146, -4.432, 2.710], [-5.688, -0.187, -1.439], [-6.339, 0.254, -4.299], [1.624, -0.241, 1.095], [1.038, -1.159, 3.041], [8.033, -4.423, -4.538], [-7.948, 3.820, 1.908], [1.634, 3.380, 4.097], [11.593, -10.531, -2.066], [-3.073, 3.480, 0.587], [6.071, -5.059, 0.557], [-11.305, -1.899, -6.622], [7.144, -0.506, 2.967], [-12.383, 3.287, -1.985], [9.210, 1.001, 3.182], [0.203, 1.553, 1.127], [-1.793, -0.291, -1.011], [-3.865, 2.408, -0.132], [-3.606, 3.434, 1.210], [-2.375, 1.697, -3.352], [0.355, -0.427, 1.079], [5.956, -0.240, 1.901], [-1.681, 1.656, -1.191], [8.038, 3.574, 4.941], [-10.108, -3.792, -4.126], [-3.648, 2.737, -4.410], [4.044, -1.008, 3.334], [-1.879, -4.987, -0.279], [1.916, 1.750, 1.777], [-0.864, -0.219, -1.788], [0.807, -0.743, -0.528], [-7.151, 11.910, 10.301], [-1.511, -6.212, 4.243], [7.300, -3.311, -12.670], [2.659, -3.917, 1.121], [-2.983, 0.196, 1.244], [0.201, 1.183, -3.756], [-3.205, 1.299, 3.484], [-1.273, -3.075, 0.288], [-1.405, -0.315, -1.149]],
  "relative_energy_ev": 17.0486,
  "max_force_ev_per_a": 17.29,
  "homo_lumo_gap_ha": 0.28482,
  "e_lumo_ev": -0.4
}